(1)
This record from the Open Molecules 2025 dataset describes one molecule with the formula CH5PS2. The level of theory is ωB97M-V/def2-TZVPD.

Element x y z (Å)
C1 0.85 -0.57 -1.15
P1 -0.62 -0.22 -0.22
S1 0.22 0.71 1.46
S2 -1.28 2.12 1.74
H1 1.32 0.31 -1.41
H2 0.82 -1.11 -2.05
H3 1.55 -1.09 -0.42
H4 -0.60 -1.42 0.47
H5 -2.28 1.27 1.59

Output
Relative energy (zero: lowest compared OMol25 entry of this formula, charge and spin)   1.200 eV
E   -1178.8027 hartree
Charge   0
Structure (SMILES)   CPSS
HOMO level   -8.6777 eV

Need the Mulliken charges? In units of e they are:
1. C -0.959
2. P 0.049
3. S -0.093
4. S -0.189
5. H 0.353
6. H 0.369
7. H 0.272
8. H 0.058
9. H 0.139

(2)
This record from the Open Molecules 2025 dataset describes one molecule with the formula CH5PS2. The level of theory is ωB97M-V/def2-TZVPD.

Element x y z (Å)
C1 0.86 -0.68 -0.94
P1 -0.40 -0.06 0.63
S1 0.19 -0.05 2.51
S2 -1.24 1.77 0.05
H1 0.17 -0.93 -1.69
H2 1.54 0.07 -1.21
H3 1.35 -1.55 -0.57
H4 -1.32 -1.03 0.13
H5 -1.17 2.45 1.10

Output
Relative energy (zero: lowest compared OMol25 entry of this formula, charge and spin)   0.967 eV
E   -1178.8113 hartree
Charge   0
Structure (SMILES)   C[P@@H](=S)S
HOMO level   -8.9700 eV

Need the Mulliken charges? In units of e they are:
1. C -1.013
2. P 0.376
3. S -0.374
4. S -0.247
5. H 0.365
6. H 0.311
7. H 0.329
8. H 0.092
9. H 0.160

(3)
This record from the Open Molecules 2025 dataset describes one molecule with the formula CH5PS2. The level of theory is ωB97M-V/def2-TZVPD.

Element x y z (Å)
C1 -0.27 1.00 0.44
P1 0.86 -0.28 -0.34
S1 2.71 -0.26 0.20
S2 -0.23 -2.45 -0.05
H1 -0.51 1.97 -0.07
H2 -1.03 0.44 0.93
H3 0.34 1.37 1.21
H4 0.76 -0.41 -1.82
H5 -0.41 -2.48 1.29

Output
Multiplicity   3
Relative energy (zero: lowest compared OMol25 entry of this formula, charge and spin)   1.346 eV
E   -1178.6938 hartree
Charge   0
<S²>   2.01
HOMO level (alpha / beta)   -6.0038 / -9.1650 eV

Need the Mulliken charges? In units of e they are:
1. C -0.825
2. P 0.152
3. S -0.213
4. S -0.311
5. H 0.314
6. H 0.271
7. H 0.314
8. H 0.131
9. H 0.167

(4)
This record from the Open Molecules 2025 dataset describes a 2-piece molecular cluster, CH6BF7O2P2S2 overall. The level of theory is ωB97M-V/def2-TZVPD.

Element x y z (Å)
C1 -1.53 0.29 -0.54
O1 -1.71 -0.75 -1.53
B1 -1.13 -1.92 -1.42
O2 -1.18 -2.93 -2.31
S1 0.17 -2.30 0.06
F1 1.38 -1.38 -0.38
P1 -0.45 -1.48 2.05
S2 -0.44 -2.90 3.30
H1 -0.55 0.26 -0.08
H2 -1.64 1.24 -1.03
H3 -2.34 0.21 0.18
H4 -1.73 -3.69 -2.12
H5 0.55 -0.49 2.12
H6 -1.68 -0.88 1.80
F2 2.30 2.91 1.45
P2 1.78 2.41 -0.02
F3 0.59 1.58 0.87
F4 2.80 2.45 -1.29
F5 0.54 2.32 -1.14
F6 2.63 1.01 0.30
F7 1.63 4.03 -0.25

Output
E   -2395.3026 hartree
Charge   0
HOMO level   -11.0973 eV

Need the Mulliken charges? In units of e they are:
1. C -0.108
2. O -0.373
3. B 0.653
4. O -0.374
5. S 0.209
6. F -0.098
7. P 0.271
8. S -0.263
9. H -0.130
10. H 0.259
11. H 0.311
12. H 0.337
13. H 0.207
14. H 0.108
15. F -0.317
16. P 1.029
17. F -0.386
18. F -0.323
19. F -0.344
20. F -0.354
21. F -0.312

(5)
This record from the Open Molecules 2025 dataset describes an isolated ion of composition CH6N and charge +1. The level of theory is ωB97M-V/def2-TZVPD.

Element x y z (Å)
C1 -0.75 0.12 -0.39
N1 0.83 0.00 0.38
H1 -0.84 -0.90 -0.74
H2 -1.48 0.25 0.38
H3 -0.94 0.85 -1.15
H4 1.47 0.28 -0.40
H5 0.83 -1.06 0.61
H6 0.88 0.47 1.30

Output
Relative energy (zero: lowest compared OMol25 entry of this formula, charge and spin)   1.041 eV
E   -96.1503 hartree
Charge   +1
Structure (SMILES)   C[NH3+]
HOMO level   -19.8303 eV

Need the Mulliken charges? In units of e they are:
1. C -0.568
2. N -0.514
3. H 0.312
4. H 0.321
5. H 0.319
6. H 0.363
7. H 0.406
8. H 0.361

(6)
This record from the Open Molecules 2025 dataset describes a 2-piece molecular cluster, CH6N2 overall. The level of theory is ωB97M-V/def2-TZVPD.

Element x y z (Å)
C1 1.02 -0.10 -0.32
N1 -1.30 -0.25 -0.12
N2 -0.23 0.53 -0.13
H1 1.35 -0.83 0.52
H2 0.94 -0.55 -1.33
H3 1.76 0.63 -0.32
H4 -2.13 0.32 -0.03
H5 -1.18 -1.12 0.39
H6 -0.24 1.37 1.34

Output
Relative energy (zero: lowest compared OMol25 entry of this formula, charge and spin)   4.113 eV
E   -151.0478 hartree
Charge   0
HOMO level (alpha / beta)   -7.8020 / -7.8028 eV

Need the Mulliken charges? In units of e they are:
1. C -0.690
2. N -0.386
3. N -0.339
4. H 0.267
5. H 0.292
6. H 0.292
7. H 0.265
8. H 0.224
9. H 0.075

(7)
This record from the Open Molecules 2025 dataset describes a 2-piece molecular cluster, CH6N2 overall. The level of theory is ωB97M-V/def2-TZVPD.

Element x y z (Å)
C1 1.22 -0.26 0.05
N1 -1.79 -0.30 0.04
N2 0.10 0.57 -0.21
H1 1.32 -0.45 1.19
H2 0.99 -1.14 -0.40
H3 2.11 0.38 -0.28
H4 -2.09 0.60 -0.07
H5 -1.84 -0.72 -0.80
H6 -0.02 1.31 0.46

Output
Relative energy (zero: lowest compared OMol25 entry of this formula, charge and spin)   4.011 eV
E   -151.0516 hartree
Charge   0
HOMO level (alpha / beta)   -8.9897 / -9.1944 eV

Need the Mulliken charges? In units of e they are:
1. C -0.494
2. N -0.476
3. N -0.443
4. H 0.215
5. H 0.245
6. H 0.243
7. H 0.244
8. H 0.227
9. H 0.238

(8)
This record from the Open Molecules 2025 dataset describes CH6N2O as an isolated structure. The level of theory is ωB97M-V/def2-TZVPD.

Element x y z (Å)
C1 1.18 -0.32 0.18
N1 0.11 0.62 -0.15
N2 -2.01 0.02 -0.24
O1 -1.02 0.42 0.75
H1 0.41 1.59 -0.05
H2 -1.99 -1.00 -0.22
H3 -1.01 0.35 -1.04
H4 2.01 -0.17 -0.51
H5 0.79 -1.33 0.08
H6 1.53 -0.17 1.20

Output
Relative energy (zero: lowest compared OMol25 entry of this formula, charge and spin)   5.426 eV
E   -226.2681 hartree
Charge   0
HOMO level   -8.8322 eV

Need the Mulliken charges? In units of e they are:
1. C -0.658
2. N -0.291
3. N -0.566
4. O -0.215
5. H 0.232
6. H 0.227
7. H 0.438
8. H 0.285
9. H 0.267
10. H 0.281

(9)
This record from the Open Molecules 2025 dataset describes a 2-piece molecular cluster, CH6N2O overall. The level of theory is ωB97M-V/def2-TZVPD.

Element x y z (Å)
N1 0.64 -1.92 -0.87
O1 0.48 -3.07 -0.60
H1 0.16 -1.15 -0.46
C1 -0.60 2.71 1.05
N2 -0.30 1.53 0.26
H2 -1.31 2.42 1.86
H3 0.30 3.10 1.54
H4 -1.06 3.55 0.47
H5 -1.14 1.29 -0.26
H6 0.41 1.79 -0.43

Output
Relative energy (zero: lowest compared OMol25 entry of this formula, charge and spin)   4.002 eV
E   -226.3205 hartree
Charge   0
Structure (SMILES)   N=O.CN
HOMO level   -8.8616 eV

Need the Mulliken charges? In units of e they are:
1. N 0.021
2. O -0.248
3. H 0.231
4. C -0.730
5. N -0.526
6. H 0.262
7. H 0.275
8. H 0.247
9. H 0.242
10. H 0.226

(10)
This record from the Open Molecules 2025 dataset describes one molecule with the formula CH6N2O2. The level of theory is ωB97M-V/def2-TZVPD.

Element x y z (Å)
N1 -0.48 0.65 1.61
N2 0.59 0.30 0.71
C1 0.40 -0.84 -0.06
O1 -0.56 -0.28 -1.23
O2 0.03 0.31 -2.39
H1 -0.04 1.02 2.45
H2 -1.00 -0.19 1.86
H3 0.65 1.08 0.02
H4 -0.17 -1.64 0.43
H5 1.31 -1.13 -0.59
H6 -0.74 0.72 -2.81

Output
Relative energy (zero: lowest compared OMol25 entry of this formula, charge and spin)   6.337 eV
E   -301.5112 hartree
Charge   0
Structure (SMILES)   NNCOO
HOMO level   -8.4450 eV

Need the Mulliken charges? In units of e they are:
1. N -0.519
2. N -0.211
3. C -0.167
4. O -0.322
5. O -0.344
6. H 0.235
7. H 0.237
8. H 0.304
9. H 0.225
10. H 0.239
11. H 0.324

(11)
This record from the Open Molecules 2025 dataset describes one molecule with the formula CH6N2O2S. The level of theory is ωB97M-V/def2-TZVPD.

Element x y z (Å)
N1 -2.18 0.64 0.85
S1 -1.17 -0.19 0.13
O1 -1.23 -1.57 0.37
O2 -1.56 0.13 -1.48
C1 0.88 0.22 -0.11
N2 1.54 -0.99 0.01
H1 -2.52 0.49 1.75
H2 -2.07 -0.62 -1.78
H3 1.03 0.88 0.66
H4 0.63 0.62 -0.99
H5 1.73 -1.54 -0.79
H6 1.29 -1.45 0.86

Output
Relative energy (zero: lowest compared OMol25 entry of this formula, charge and spin)   2.080 eV
E   -699.7739 hartree
Charge   0
Structure (SMILES)   N=[S@@](=O)(O)CN
HOMO level   -8.8327 eV

Need the Mulliken charges? In units of e they are:
1. N -0.649
2. S 0.927
3. O -0.599
4. O -0.529
5. C -0.647
6. N -0.407
7. H 0.257
8. H 0.334
9. H 0.376
10. H 0.459
11. H 0.224
12. H 0.254

(12)
This record from the Open Molecules 2025 dataset describes one molecule with the formula CH6N2O2S. The level of theory is ωB97M-V/def2-TZVPD.

Element x y z (Å)
N1 1.19 -1.58 0.19
C1 0.61 -0.22 0.30
S1 -1.20 -0.37 -0.02
N2 -1.85 1.17 -0.07
O1 -1.30 -0.77 -1.36
O2 -1.68 -1.13 1.10
H1 1.53 -1.76 -0.79
H2 0.48 -2.32 0.35
H3 1.07 0.55 -0.38
H4 0.58 0.37 1.21
H5 -1.52 1.68 -0.93
H6 -1.80 1.66 0.75

Output
Relative energy (zero: lowest compared OMol25 entry of this formula, charge and spin)   0.256 eV
E   -699.8409 hartree
Charge   0
Structure (SMILES)   NCS(N)(=O)=O
HOMO level   -9.7210 eV

Need the Mulliken charges? In units of e they are:
1. N -0.607
2. C -0.452
3. S 1.056
4. N -0.564
5. O -0.595
6. O -0.589
7. H 0.292
8. H 0.316
9. H 0.288
10. H 0.318
11. H 0.285
12. H 0.252